Formula: C28H29Cl2F25MgNNaO14S2
Source: OMol25
Level of theory: ωB97M-V with the def2-TZVPD basis set

Properties
E_LUMO in eV: -4.72
HOMO energy in eV: -7.03
Calculated total energy in Ha: -6767.85807
Net charge: 0

Last column: Löwdin charge in e.
CARTESIAN COORDINATES (ANGSTROEM)
C -0.019 0.424 1.600  0.021
C -1.184 -0.591 1.594  -0.481
O -1.814 -0.753 2.563  0.171
O -1.286 -1.305 0.393  0.041
C -2.492 -1.215 -0.320  -0.443
O -3.483 -1.472 0.222  0.203
C -2.331 -0.919 -1.803  -0.026
C -2.903 0.468 -2.311  -0.322
C -4.453 0.260 -2.261  -0.110
C -5.333 1.504 -2.552  -0.384
C -6.751 0.939 -3.008  -0.032
O -5.604 2.266 -1.379  -0.047
C -2.341 0.570 -3.806  -0.243
N -3.436 0.559 -4.812  0.076
C -1.305 1.720 -4.061  -0.086
C -1.873 2.961 -4.792  -0.376
F -3.137 3.298 -4.508  0.142
F -1.891 2.667 -6.144  0.088
C -1.034 4.267 -4.696  -0.577
F 0.224 4.055 -5.119  0.165
F -1.029 4.807 -3.511  0.216
F -1.550 5.149 -5.553  0.177
C -0.283 1.974 -2.917  -0.246
C 0.773 0.819 -2.957  -0.085
C 1.739 0.945 -1.756  -0.056
C 2.779 -0.193 -1.667  -0.410
F 3.166 -0.493 -2.938  0.119
F 3.878 0.306 -1.056  0.137
C 2.189 -1.440 -0.948  -0.327
F 1.336 -2.008 -1.838  0.154
F 1.436 -1.000 0.069  0.121
C 3.201 -2.522 -0.515  -0.354
F 3.844 -2.914 -1.629  0.183
F 4.145 -2.089 0.320  0.185
C 2.557 -3.812 0.087  -0.343
F 1.808 -4.481 -0.784  0.192
F 3.576 -4.646 0.373  0.169
C 1.678 -3.560 1.360  -0.273
F 2.163 -2.483 2.117  0.102
F 0.455 -3.325 0.931  0.200
C 1.634 -4.811 2.355  -0.353
F 2.796 -4.859 3.015  0.179
F 1.451 -5.907 1.655  0.222
C 0.483 -4.727 3.467  -0.181
F 1.087 -5.082 4.706  0.103
F -0.086 -3.454 3.650  0.066
C -0.685 -5.756 3.284  -0.604
F -1.264 -5.592 2.131  0.249
F -1.570 -5.456 4.236  0.187
F -0.301 -6.977 3.519  0.197
O -0.758 1.982 -1.562  -0.186
S -2.341 1.888 -1.355  0.682
O -2.577 1.708 0.049  -0.208
O -2.927 3.116 -1.768  -0.188
H 0.757 -0.044 2.215  0.067
H 0.292 0.658 0.580  0.056
H -0.376 1.313 2.135  0.111
H -2.924 -1.666 -2.361  0.145
H -1.282 -1.095 -2.082  0.107
H -4.776 -0.098 -1.265  0.132
H -4.731 -0.555 -2.946  0.111
H -5.000 2.129 -3.385  0.120
H -7.521 1.291 -2.306  0.077
H -6.986 1.319 -4.017  0.075
H -6.777 -0.162 -3.066  0.065
H -5.508 1.709 -0.595  0.094
H -1.792 -0.367 -4.022  0.136
H -3.011 0.631 -5.739  0.091
H -3.790 -0.399 -4.808  0.088
H -0.654 1.292 -4.849  0.162
H 0.350 2.864 -3.055  0.150
H 0.327 -0.172 -3.127  0.105
H 1.379 1.023 -3.861  0.137
H 1.246 1.123 -0.795  0.087
H 2.344 1.849 -1.954  0.139
Na 1.503 -2.833 4.295  0.707
C 4.347 5.437 2.204  -0.046
C 4.093 4.790 3.545  -0.164
O 3.475 3.497 3.363  0.044
C 4.245 2.483 3.041  -0.408
O 5.432 2.509 2.872  0.175
C 3.375 1.230 2.924  -0.498
F 2.235 1.483 2.262  0.142
F 3.015 0.745 4.137  0.136
F 4.004 0.228 2.284  0.149
H 3.419 5.476 1.614  0.063
H 4.735 6.458 2.332  0.058
H 5.070 4.865 1.622  0.090
H 3.388 5.381 4.127  0.131
H 5.010 4.715 4.131  0.126
C -0.825 -7.977 6.736  -1.026
Cl 0.630 -8.005 7.731  0.531
Cl -1.861 -9.378 7.057  0.320
H -1.386 -7.075 6.954  0.036
H -0.537 -7.996 5.689  -0.021
O 1.645 5.604 0.581  -0.179
S 0.709 4.558 0.102  0.276
O -0.247 5.196 -0.804  -0.175
O -0.005 3.952 1.227  -0.233
O 1.484 3.520 -0.593  -0.271
Mg -2.505 -10.307 4.780  0.224
O 6.449 7.102 2.564  -0.200
H 7.176 6.889 3.155  -0.049

***

Formula: C28H29ClN8O6PS2W
Source: OMol25
Level of theory: ωB97M-V with the def2-TZVPD basis set

Properties
E_LUMO (spin up / spin down) in eV: -6.47 / -7.18
HOMO energy (spin up / spin down) in eV: -13.17 / -13.16
Relative energy (zero: lowest compared OMol25 entry of this formula, charge and spin) in eV: 0.209
2S+1: 2
Calculated total energy in Ha: -3638.41635
Net charge: +2

Last column: Löwdin charge in e.
CARTESIAN COORDINATES (ANGSTROEM)
W -0.614 0.207 -0.085  1.584
Cl 1.226 -3.420 6.172  0.741
C 0.600 -2.526 4.841  -0.651
C -0.723 -2.019 4.920  -0.030
C -1.290 -1.299 3.906  0.041
C -0.545 -1.045 2.734  -0.285
O -1.105 -0.339 1.786  -0.279
C 0.772 -1.556 2.652  -0.127
C 1.514 -1.324 1.498  -0.109
O 1.102 -0.682 0.477  -0.282
C 1.342 -2.301 3.727  -0.025
H -1.289 -2.214 5.820  0.125
H -2.296 -0.912 3.984  0.135
H 2.532 -1.715 1.423  0.159
H 2.352 -2.681 3.645  0.129
N -9.685 -4.669 -0.055  0.188
C -8.680 -4.117 -0.046  -0.165
C -7.415 -3.427 -0.042  -0.208
C -6.499 -3.671 0.979  0.004
C -5.279 -3.020 0.970  -0.012
C -4.980 -2.114 -0.044  -0.207
C -5.904 -1.861 -1.052  -0.005
C -7.120 -2.524 -1.058  0.005
C -3.666 -1.411 -0.064  -0.022
C -3.687 -0.048 0.176  -0.216
C -4.821 0.702 0.576  0.041
C -4.413 1.991 0.832  -0.008
C -3.037 2.022 0.584  -0.117
N -2.584 0.828 0.179  -0.147
C -2.539 -2.221 -0.322  -0.217
C -2.547 -3.599 -0.592  0.026
C -1.233 -4.000 -0.791  -0.028
C -0.451 -2.860 -0.646  -0.125
N -1.214 -1.782 -0.365  -0.108
H -6.747 -4.367 1.768  0.130
H -4.563 -3.207 1.759  0.129
H -5.671 -1.155 -1.838  0.132
H -7.841 -2.341 -1.842  0.131
H -5.817 0.303 0.667  0.131
H -5.015 2.821 1.159  0.117
H -2.367 2.860 0.696  0.070
H -3.426 -4.217 -0.645  0.127
H -0.876 -4.989 -1.017  0.112
H 0.619 -2.775 -0.751  0.110
N 2.653 1.008 -1.169  0.056
N 2.735 0.121 -2.238  0.027
C 1.645 -0.391 -2.813  -0.336
N 1.767 -0.990 -3.988  0.249
N 0.466 -0.305 -2.132  0.010
N -0.688 -0.375 -2.823  -0.385
O -1.626 0.025 -2.072  -0.147
O -0.854 -0.747 -3.946  0.167
H 2.855 1.957 -1.469  0.096
H 3.281 0.713 -0.433  0.110
H 3.617 -0.012 -2.721  0.172
H 2.636 -0.938 -4.497  0.146
H 0.971 -1.418 -4.436  0.120
C -2.259 5.670 -0.545  -0.062
C -0.779 5.706 -0.283  -0.230
O -0.423 4.590 0.610  -0.316
P 0.401 3.356 0.114  -0.088
S 0.360 1.982 1.532  0.523
S -0.405 2.405 -1.432  0.501
O 1.824 3.885 -0.309  -0.333
C 2.621 4.701 0.630  -0.225
C 3.000 5.993 -0.040  -0.051
H -2.528 6.521 -1.171  0.096
H -2.816 5.752 0.387  0.092
H -2.555 4.759 -1.067  0.067
H -0.477 6.603 0.255  0.130
H -0.183 5.634 -1.195  0.116
H 3.487 4.091 0.879  0.124
H 2.040 4.866 1.538  0.116
H 3.566 5.812 -0.952  0.090
H 3.625 6.576 0.637  0.097
H 2.123 6.590 -0.282  0.075

***

Formula: C28H29CrF6N4O2S3Sb
Source: OMol25
Level of theory: ωB97M-V with the def2-TZVPD basis set

Properties
E_LUMO (spin up / spin down) in eV: 2.04 / -0.77
HOMO energy (spin up / spin down) in eV: -5.73 / -5.84
Relative energy (zero: lowest compared OMol25 entry of this formula, charge and spin) in eV: 0.841
2S+1: 6
Calculated total energy in Ha: -4532.54231
Net charge: -1

Last column: Löwdin charge in e.
CARTESIAN COORDINATES (ANGSTROEM)
Cr 0.019 -0.715 -0.268  0.539
C 2.033 -2.171 -2.219  -0.031
N 1.132 -2.549 -1.058  -0.185
C -0.031 -3.352 -1.629  -0.116
C -1.244 -3.261 -0.723  -0.192
N -1.720 -1.937 -0.466  -0.249
C -2.440 -1.337 -1.686  -0.017
C -2.654 -1.797 0.597  -0.297
C -3.506 -2.817 0.954  -0.018
C -4.629 -2.577 1.790  -0.044
C -4.889 -1.277 2.282  -0.071
C -3.933 -0.277 2.064  -0.080
C -2.796 -0.509 1.271  -0.589
S -1.596 0.613 1.035  0.959
C 1.825 -3.285 0.013  -0.288
C 2.655 -4.319 -0.293  -0.037
C 3.119 -5.160 0.706  -0.077
C 2.773 -4.936 2.057  -0.080
C 2.051 -3.793 2.337  -0.149
C 1.542 -2.998 1.339  -0.608
S 0.458 -1.734 1.856  0.685
H 2.296 -3.100 -2.771  0.101
H 1.576 -1.364 -2.781  0.081
H 2.910 -1.679 -1.737  0.090
H -0.100 -3.121 -2.678  0.076
H 0.247 -4.427 -1.575  0.146
H -2.000 -3.821 -1.366  0.150
H -1.072 -3.732 0.228  0.120
H -3.440 -1.829 -1.741  0.116
H -2.582 -0.274 -1.666  0.086
H -1.975 -1.590 -2.626  0.073
H -3.520 -3.782 0.328  0.149
H -5.273 -3.483 1.970  0.121
H -5.802 -1.054 2.832  0.102
H -4.073 0.745 2.488  0.125
H 2.833 -4.536 -1.316  0.105
H 3.634 -6.063 0.532  0.080
H 3.060 -5.632 2.870  0.109
H 1.768 -3.632 3.381  0.101
C 0.861 8.106 3.717  -0.066
C 0.602 7.020 2.732  -0.294
C -0.146 5.891 3.110  -0.033
C -0.309 4.834 2.216  -0.060
C 0.020 4.993 0.895  -0.281
C 0.699 6.139 0.492  -0.067
C 1.006 7.179 1.396  -0.023
S -0.561 3.872 -0.414  0.622
O -1.996 3.748 -0.217  -0.346
O -0.080 4.455 -1.680  -0.335
N 0.000 2.372 -0.175  -0.189
C 1.288 2.082 -0.101  -0.386
C 2.410 3.042 -0.147  0.022
C 3.668 2.584 0.148  -0.072
C 3.885 1.200 0.321  -0.101
C 2.843 0.363 0.210  -0.161
N 1.565 0.766 -0.007  0.000
H 0.253 7.867 4.573  0.064
H 0.509 9.064 3.274  0.091
H 1.891 8.217 4.009  0.074
H -0.627 5.742 4.100  0.119
H -0.846 3.940 2.484  0.110
H 0.868 6.289 -0.561  0.100
H 1.525 8.135 1.164  0.122
H 2.196 4.088 -0.275  0.079
H 4.566 3.165 0.147  0.096
H 4.921 0.779 0.445  0.118
H 2.996 -0.711 0.204  0.093
F -0.256 -0.177 -1.959  -0.418
Sb -1.796 -3.453 -5.719  1.562
F -0.087 -3.166 -4.664  -0.495
F -0.477 -3.415 -7.054  -0.455
F -1.967 -5.353 -5.782  -0.429
F -3.166 -3.358 -7.229  -0.517
F -2.915 -3.739 -3.987  -0.526

***

Look up the calculated total energy of the third one. -4532.54231 Ha

***

Look up the net charge of the third one. -1